1.
A structure of composition C13H12Br2N3OY, computed with ωB97M-V with the def2-TZVPD basis set.

Calculated values
Multiplicity   1
Total charge   +2

Positions of all 32 atoms, in Å:
Y: -0.24496 1.44016 0.21855
O: 3.07814 -0.73014 -0.76785
C: 2.15994 0.05546 -0.76635
N: 1.65774 0.67296 0.34225
C: 2.10424 0.15076 1.63035
C: 0.93034 -0.49064 2.33595
C: 1.07494 -1.59734 3.16455
C: -0.04836 -2.17504 3.73465
C: -1.28756 -1.57734 3.52745
C: -1.35556 -0.45694 2.72585
N: -0.28126 0.06506 2.10465
C: 1.43924 0.42076 -2.05245
C: 1.93144 -0.08424 -3.24635
C: 1.26934 0.21006 -4.42815
C: 0.13984 1.01556 -4.37035
C: -0.30586 1.46966 -3.14115
N: 0.31424 1.17016 -1.98765
H: 2.50484 0.96516 2.25225
H: 2.91244 -0.57474 1.46845
H: 2.05904 -2.00644 3.34145
H: 0.03354 -3.06864 4.33615
H: -2.18256 -1.96634 3.98795
H: -2.30186 0.05856 2.58285
H: 2.82214 -0.69584 -3.20305
H: 1.62414 -0.17994 -5.36945
H: -0.39216 1.29536 -5.26535
H: -1.18566 2.10206 -3.08275
Br: -2.52966 -0.42254 -0.57815
C: -3.89836 0.85946 0.00605
Br: -3.04086 2.59046 0.37255
H: -4.37136 0.49986 0.92195
H: -4.62956 0.98466 -0.79475


2.
A structure of composition C16H21N2O4PbS, computed with ωB97M-V with the def2-TZVPD basis set.

Calculated values
Multiplicity   1
Total charge   +1

Positions of all 45 atoms, in Å:
Pb: -3.09877 -18.79090 1.05826
C: -0.77487 -10.87781 3.03852
C: -1.03820 -12.29635 2.43566
C: -0.45997 -12.61161 1.24294
C: -0.66162 -13.83210 0.59720
C: -1.55083 -14.68233 1.17858
C: -2.25039 -14.38199 2.35055
C: -1.93643 -13.17600 3.04031
S: -1.57469 -16.30838 0.53584
O: -1.31580 -17.20108 1.65257
O: -0.67581 -16.37928 -0.60093
N: -3.12065 -16.65610 0.28681
C: -3.80405 -16.54106 -0.91195
C: -3.86143 -15.40463 -1.76697
C: -4.73579 -15.42094 -2.84755
C: -5.56163 -16.47912 -3.10233
C: -5.31880 -17.57543 -2.30448
N: -4.46707 -17.62582 -1.31864
H: 0.27545 -10.78246 3.26768
H: -1.25381 -10.83997 3.99442
H: -1.09664 -10.08458 2.38441
H: 0.13284 -11.83493 0.77225
H: -0.08115 -13.89242 -0.32005
H: -2.86221 -15.13286 2.74345
H: -2.34370 -12.88988 3.99100
H: -3.36958 -14.45590 -1.62276
H: -4.85610 -14.53387 -3.47311
H: -6.24304 -16.42681 -3.93089
H: -5.87153 -18.50721 -2.45397
C: -1.03271 -19.92181 3.33980
O: -1.17817 -20.20275 1.91069
C: -0.04286 -20.13613 1.08211
C: -0.51794 -20.70319 -0.21720
O: -1.66246 -19.95430 -0.67965
C: -2.30384 -20.31397 -1.90643
H: -1.09079 -18.80807 3.51292
H: -0.10094 -20.29364 3.71206
H: -1.86289 -20.41412 3.81219
H: 0.78539 -20.66141 1.48059
H: 0.30586 -19.05675 1.03050
H: -0.76303 -21.68177 -0.43261
H: 0.35668 -20.48734 -0.92859
H: -3.05466 -21.11422 -1.77217
H: -1.63488 -20.72253 -2.66027
H: -2.85557 -19.45227 -2.25233


3.
A cluster of 2 separate species, C2H4IN2 in total, computed with ωB97M-V with the def2-TZVPD basis set.

Calculated values
Multiplicity   1
Total charge   +1

Positions of all 9 atoms, in Å:
C: 1.53072 1.87523 -1.09844
C: -1.12269 -0.70309 0.91341
N: 0.97341 1.01350 -0.57879
N: -0.62837 -1.14405 -0.22687
I: -0.00134 -0.71360 2.60333
H: 2.21479 2.55323 -1.50562
H: -2.21924 -0.62395 1.23959
H: -1.17035 -1.04038 -1.05201
H: 0.42307 -1.21690 -0.29459


4.
A structure of composition C18H18BiBrFN6O5, computed with ωB97M-V with the def2-TZVPD basis set.

Calculated values
Multiplicity   1
Total charge   +1

Positions of all 50 atoms, in Å:
Bi: 0.88423 0.47036 2.39875
C: 3.91312 2.50893 -2.22416
C: 3.11106 2.87258 -1.00699
C: 2.83486 4.19274 -0.66533
C: 2.07276 4.49305 0.45266
C: 1.60313 3.44009 1.20415
Br: 0.57526 3.75343 2.76804
N: 1.84041 2.16996 0.89695
C: 2.58354 1.88876 -0.18492
H: 4.60494 3.30620 -2.49274
H: 3.24661 2.34919 -3.07628
H: 4.47663 1.58961 -2.07182
H: 3.22079 4.99822 -1.27947
H: 1.84930 5.51160 0.73678
H: 2.74386 0.83498 -0.38507
N: -0.42960 -1.25221 3.32526
C: -0.51614 -2.11236 4.10777
N: -0.61645 -3.04650 4.99798
C: -0.58514 -4.49763 4.70175
C: -1.92695 -5.09581 5.08533
O: -2.25824 -4.79178 6.43045
C: -2.36597 -3.40007 6.65222
C: -1.03540 -2.71707 6.38046
H: 0.20594 -4.93834 5.30903
H: -0.37293 -4.64341 3.64793
H: -1.87409 -6.17837 5.01242
H: -2.70581 -4.72577 4.40861
H: -2.64404 -3.26130 7.69471
H: -3.14467 -2.96862 6.01099
H: -0.27946 -3.11596 7.05725
H: -1.10139 -1.63908 6.50422
N: -1.90113 1.35874 0.74507
C: -0.96606 1.04908 1.34707
F: -1.25330 -4.73026 -3.83343
C: -1.07310 -4.62629 -2.51981
C: -0.93261 -3.43611 -1.94186
N: -0.77209 -3.29464 -0.57231
C: -0.44137 -2.00760 0.00201
C: 1.07509 -1.86781 0.18273
O: 1.83147 -2.64810 -0.32061
O: 1.53703 -0.78939 0.84899
C: -0.68397 -4.39089 0.25011
O: -0.46539 -4.28823 1.45056
N: -0.86003 -5.59628 -0.37381
C: -1.02205 -5.86086 -1.74695
O: -1.11022 -6.98514 -2.16241
H: -0.95661 -2.52982 -2.53009
H: -0.95885 -1.88617 0.94697
H: -0.77849 -1.23121 -0.68219
H: -0.79561 -6.41013 0.21657


5.
A cluster of 9 separate species, C26H42B2BrO27PSSi in total, computed with ωB97M-V with the def2-TZVPD basis set.

Calculated values
SMILES string   COB(O)[Si@@](Br)([PH2]=S)B(C)O.O=C1OCCO1.O=C1OCCO1.O=C1OCCO1.O=C1OCCO1.O=C1OCCO1.O=C1OCCO1.O=C1OCCO1.O=C1OCCO1
Multiplicity   1

Positions of all 101 atoms, in Å:
C: 1.89599 -1.48168 0.43078
O: 0.76179 -0.98632 1.11172
B: -0.27152 -0.71159 0.29195
O: -0.02998 0.01945 -0.81108
Si: -2.04748 -1.42812 0.81389
Br: -2.01047 -1.76130 3.07569
P: -3.66463 0.03856 0.42549
S: -3.36104 1.00255 -1.25282
B: -2.35843 -3.19820 -0.06316
C: -2.43429 -4.54783 0.70923
O: -2.48392 -3.26544 -1.42105
H: 1.75986 -2.48836 0.09631
H: 2.69783 -1.47484 1.12522
H: 2.20526 -0.88017 -0.39499
H: -0.83806 0.27347 -1.24124
H: -3.82379 0.89612 1.53494
H: -4.88367 -0.67422 0.35907
H: -2.40282 -4.40743 1.76042
H: -3.35795 -5.02535 0.48555
H: -1.61686 -5.18796 0.46576
H: -2.67844 -2.41270 -1.75665
O: 1.73513 -4.55570 0.41097
C: 2.19683 -4.74323 1.47434
O: 3.48772 -4.52619 1.78876
C: 3.62025 -4.63798 3.21695
C: 2.44074 -5.50917 3.57764
O: 1.50333 -5.19600 2.53300
H: 4.57434 -5.08053 3.48423
H: 3.55516 -3.64238 3.65755
H: 2.67684 -6.57515 3.53140
H: 2.02987 -5.27808 4.55368
O: 1.88659 -5.47548 6.85771
C: 1.42438 -6.54240 6.99673
O: 0.40187 -7.02909 6.26340
C: 0.26900 -8.42784 6.55841
C: 0.89765 -8.52387 7.93101
O: 1.84322 -7.44363 7.90711
H: -0.77354 -8.72836 6.54500
H: 0.81353 -9.00075 5.80610
H: 0.18105 -8.34779 8.73431
H: 1.39723 -9.47150 8.10445
O: 0.47390 -4.42078 -6.85013
C: 0.36610 -4.01380 -5.75863
O: 0.71669 -4.68995 -4.64841
C: 0.65433 -3.78523 -3.53204
C: -0.32155 -2.74259 -4.02540
O: -0.13248 -2.79447 -5.45193
H: 0.31424 -4.29486 -2.63599
H: 1.64969 -3.37614 -3.35159
H: -1.35751 -2.99625 -3.79999
H: -0.10825 -1.74951 -3.63935
O: -2.38204 2.22815 -8.47068
C: -1.86155 1.18246 -8.50059
O: -2.37075 0.06520 -7.95671
C: -1.57178 -1.04535 -8.38952
C: -0.25326 -0.38781 -8.71640
O: -0.66564 0.94031 -9.08449
H: -1.48507 -1.79201 -7.60677
H: -2.04344 -1.49835 -9.26289
H: 0.40966 -0.32834 -7.85184
H: 0.27396 -0.87220 -9.53158
O: -2.26947 3.48765 1.32684
C: -1.33779 3.82436 0.68808
O: -0.25836 4.43978 1.20819
C: 0.75650 4.48567 0.19006
C: -0.05601 4.39424 -1.07864
O: -1.21929 3.64403 -0.63569
H: 1.33243 5.40351 0.25521
H: 1.42643 3.63774 0.32239
H: -0.37444 5.36592 -1.44589
H: 0.46573 3.87013 -1.87482
O: 3.26722 2.36080 1.20680
C: 3.05128 2.63090 2.32480
O: 3.21205 1.78275 3.36021
C: 3.06928 2.53216 4.57480
C: 2.23732 3.71297 4.12606
O: 2.60547 3.83604 2.74370
H: 2.58371 1.93650 5.34112
H: 4.05968 2.82599 4.92679
H: 1.16504 3.52179 4.18891
H: 2.46616 4.62438 4.66920
O: -4.21337 8.44871 5.54495
C: -3.93685 7.64893 4.73889
O: -4.80076 7.14786 3.82919
C: -4.04925 6.37669 2.87635
C: -2.81679 6.00663 3.66737
O: -2.71019 7.10144 4.59393
H: -4.61350 5.51227 2.54355
H: -3.82102 7.00473 2.01364
H: -2.94220 5.07851 4.22634
H: -1.92786 5.92860 3.05010
O: 0.07439 6.94950 -2.66638
C: 0.57317 6.71338 -3.70030
O: 1.50203 7.49455 -4.28449
C: 2.04111 6.78155 -5.40563
C: 0.92661 5.81716 -5.73484
O: 0.29715 5.63529 -4.45308
H: 2.27141 7.45974 -6.22077
H: 2.95702 6.27591 -5.09436
H: 0.19862 6.23486 -6.42809
H: 1.28347 4.87449 -6.12739


6.
The molecule C2H4N3P3, computed with ωB97M-V with the def2-TZVPD basis set.

Calculated values
SMILES string   [H]/P=N/P=N\P=N\C=C
Multiplicity   1

Positions of all 12 atoms, in Å:
H: 1.72168 -1.92032 -0.65927
P: 2.30969 -1.80230 0.54553
N: 3.59491 -1.21119 -0.11388
P: 4.62142 0.00418 -0.42514
N: 3.78384 1.34275 -0.03394
P: 2.25156 1.63702 0.51393
N: 1.28971 0.67854 -0.34594
C: -0.05079 0.89249 -0.43471
C: -0.99219 0.51179 0.44412
H: -0.31183 1.27206 -1.42256
H: -1.96112 0.59224 0.11373
H: -0.82174 0.08248 1.41496


Computed total energy, in the same sequence as the records: -161308.8232; -44178.2130; -13211.0169; -116730.0252; -182327.8444; -34473.1466 eV.
Computed largest force on an atom, in the same sequence as the records: 2.03; 4.75; 3.12; 0.57; 1.99; 2.33 eV Å⁻¹.